No. 1
A 2-piece molecular cluster, CH4NOS overall in a non-equilibrium geometry. Source: OMol25; level of theory: ωB97M-V with the def2-TZVPD basis set.

```
8
Properties=species:S:1:pos:R:3:forces:R:3
C -1.269552 -0.134468 0.361138 2.54 0.68 -0.92
N 2.019007 0.357852 -0.987902 -0.67 2.57 1.25
O 1.734121 1.239306 -0.076758 0.80 -2.51 -1.77
S 2.353120 -1.206969 -0.608498 -0.04 -0.03 0.50
H -1.562467 -0.838893 -0.445241 0.25 -0.39 1.30
H -0.626821 -0.367289 1.261030 -0.90 -0.84 -1.22
H -2.098703 0.424240 0.700244 -1.05 0.72 0.20
H -0.548703 0.526220 -0.204014 -0.93 -0.20 0.65
```
Forces are in eV/Å.

As for the spin multiplicity: 1. The frontier orbital gap is 7.060 eV. The calculation puts the LUMO energy at 4.26 eV. As for the energy relative to the best compared isomer or geometry (same formula, charge and spin): 302.09 kJ/mol. As for the charge: -1.

***

No. 2
C8H11NO3S2 as an isolated structure in a non-equilibrium geometry. Source: OMol25; level of theory: ωB97M-V with the def2-TZVPD basis set.

```
25
Properties=species:S:1:pos:R:3:forces:R:3
C -1.518859 -0.234192 -2.984573 -3.02 -0.16 -4.11
C -2.079361 -0.424588 -1.754462 0.57 -0.37 2.80
C -0.256420 0.409041 -3.181313 2.15 -0.07 2.46
C -1.361347 -0.124728 -0.595801 -5.19 -2.63 2.05
C 0.433995 0.686867 -2.028526 0.28 1.02 -2.28
C -0.076192 0.367899 -0.762913 3.67 1.84 2.14
C -0.315823 2.609106 1.105385 -0.18 -2.09 -1.71
C 1.692192 -2.252055 2.773485 2.04 -0.05 -0.73
N 1.394617 -1.355776 0.061334 0.71 -0.70 0.21
O 2.080160 1.439650 0.537400 -2.15 -0.67 -0.04
O -0.574389 -2.150459 1.533869 -0.23 -0.27 0.58
O 0.344413 0.287759 1.938811 -0.32 0.27 -0.29
S 0.663359 1.066288 0.711576 2.00 3.16 -0.99
S 0.777978 -1.715963 1.319774 -0.67 -1.42 -0.69
H -2.221068 -0.293150 -3.927716 1.45 -0.22 1.99
H -3.006920 -0.945502 -1.656585 -0.60 0.07 -0.03
H 0.272540 0.429759 -4.110611 -0.19 0.43 -0.52
H -1.722220 -0.387892 0.523459 0.64 0.59 -3.14
H 1.318321 1.288499 -2.108728 0.68 -0.27 0.17
H -0.088934 2.654822 2.127858 -0.49 0.41 1.51
H -0.139886 3.516980 0.575875 1.05 0.36 -0.57
H -1.303701 2.300132 0.756842 -0.38 0.01 0.99
H 1.116684 -2.898886 3.386531 -1.10 -0.18 0.39
H 2.549565 -2.915187 2.434218 -0.75 1.31 0.14
H 2.021298 -1.358426 3.324810 0.04 -0.40 -0.34
```
Forces are in eV/Å.

As for the spin multiplicity: 3. The frontier orbital gap (spin up / spin down) is 5.670 / 6.531 eV. The calculation puts the LUMO energy (spin up / spin down) at 0.43 / -3.06 eV. As for the energy relative to the best compared isomer or geometry (same formula, charge and spin): 193.21 kJ/mol.

***

No. 3
C5H7LiO3Pd as an isolated structure in a non-equilibrium geometry. Source: OMol25; level of theory: ωB97M-V with the def2-TZVPD basis set.

```
17
Properties=species:S:1:pos:R:3:forces:R:3
C 1.930258 1.830620 0.404863 1.75 0.58 -0.38
C 2.128708 3.021409 -0.132492 -0.12 -0.65 -0.43
H 2.694499 1.155704 0.783569 -0.29 0.36 0.40
H 3.116913 3.471633 -0.059792 -0.29 -0.07 -0.01
H 1.385334 3.469607 -0.799347 0.16 0.22 0.63
O 0.661165 1.241498 0.298765 -1.19 -1.09 -0.12
Pd 0.495315 -2.335295 0.778138 -1.51 -13.65 1.81
O 1.375968 -0.869834 0.677596 5.55 8.76 -0.35
C 0.486853 -0.058436 0.452810 0.40 3.96 -0.82
O -0.773183 -0.322980 0.263753 -0.71 0.82 -0.11
C -1.245413 -1.758402 0.437763 -4.74 1.30 -0.97
C -2.053606 -2.084478 -0.799794 0.34 -0.47 -0.13
H -1.922244 -1.658041 1.298148 0.48 -0.38 0.18
H -3.056729 -1.625302 -0.790928 0.33 -0.09 0.14
H -2.194801 -3.174522 -0.830502 -0.11 0.27 -0.05
H -1.540760 -1.790027 -1.725831 -0.03 -0.14 0.20
Li -1.488275 1.486845 -0.256718 -0.01 0.27 0.01
```
Forces are in eV/Å.

As for the spin multiplicity: 3. The frontier orbital gap (spin up / spin down) is 9.357 / 6.250 eV. The calculation puts the LUMO energy (spin up / spin down) at -7.62 / -11.27 eV. As for the charge: +2.

***

No. 4
An isolated ion of composition C5H7O2S and charge -1 in a non-equilibrium geometry. Source: OMol25; level of theory: ωB97M-V with the def2-TZVPD basis set.

```
15
Properties=species:S:1:pos:R:3:forces:R:3
C -1.510530 0.172644 -0.958086 -1.01 0.01 -1.42
C -0.291080 0.127019 -0.596324 0.47 0.31 0.13
C 1.503600 -1.364578 -0.113982 2.10 1.65 0.99
C 1.416859 1.172528 0.759705 -0.74 2.44 -1.93
C 0.888842 0.026899 -0.070041 -0.31 -0.30 0.79
O -3.751198 -1.138123 -0.487503 0.12 -0.51 0.16
O -3.356018 1.015820 0.624697 0.50 -1.24 0.39
S -2.795051 -0.369013 0.347707 -0.90 2.31 -1.12
H -1.719161 0.505424 -2.013575 -0.48 -0.43 1.22
H 0.838838 -2.032759 -0.618756 -0.35 -0.52 0.02
H 1.751888 -1.660552 0.970621 -0.17 -0.02 -1.75
H 2.430261 -1.236017 -0.748838 -0.46 -0.73 0.90
H 2.459889 1.372464 0.660392 1.10 -0.28 -0.05
H 1.168449 1.202867 1.775936 -0.28 -0.84 1.80
H 0.964414 2.205378 0.468043 0.42 -1.86 -0.14
```
Forces are in eV/Å.

As for the spin multiplicity: 1. The frontier orbital gap is 7.053 eV. The calculation puts the LUMO energy at 3.61 eV. As for the energy relative to the best compared isomer or geometry (same formula, charge and spin): 209.31 kJ/mol. As for the charge: -1.

***

No. 5
A 2-piece molecular cluster, C5H11NO overall. Source: OMol25; level of theory: ωB97M-V with the def2-TZVPD basis set.

```
18
Properties=species:S:1:pos:R:3:forces:R:3
C -3.057635 0.051970 -1.229824 0.02 -0.06 0.13
C -2.611705 -0.431674 -0.073173 -0.10 0.06 -0.14
N 0.385307 0.039536 0.728981 0.25 -0.01 -0.43
C 1.097589 0.149500 1.979886 0.13 0.01 0.18
C 1.016262 -0.000253 -0.370349 0.09 0.04 0.43
O 0.328793 -0.078525 -1.527607 -0.24 0.00 0.01
C 2.504406 0.036959 -0.615328 0.05 -0.02 0.04
H -3.267813 1.111132 -1.359182 0.04 -0.15 0.03
H -3.232214 -0.588548 -2.091185 0.02 0.06 0.13
H -0.618505 -0.074559 -1.287893 0.11 0.00 -0.07
H -2.392816 -1.488563 0.062024 -0.05 0.15 -0.05
H -2.415989 0.207081 0.782264 -0.06 -0.08 -0.15
H 0.749241 -0.632861 2.663975 0.06 0.12 -0.09
H 2.191786 0.071948 1.904683 -0.16 0.01 -0.01
H 0.860742 1.111988 2.449595 0.04 -0.14 -0.05
H 2.705823 -0.125485 -1.675020 -0.04 0.03 0.15
H 3.017653 -0.734280 -0.033600 -0.09 0.11 -0.07
H 2.916926 1.007621 -0.321725 -0.07 -0.13 -0.04
```
Forces are in eV/Å.

As for the spin multiplicity: 1. The frontier orbital gap is 10.473 eV. The calculation puts the LUMO energy at 1.03 eV. As for the energy relative to the best compared isomer or geometry (same formula, charge and spin): 168.38 kJ/mol. Its SMILES is C/N=C(\C)O.C=C.

***

No. 6
An isolated ion of composition CHO3PS2 and charge -2 in a non-equilibrium geometry. Source: OMol25; level of theory: ωB97M-V with the def2-TZVPD basis set.

```
8
Properties=species:S:1:pos:R:3:forces:R:3
C -0.636480 -0.257064 -0.933410 -0.53 1.19 1.74
O -0.686190 -0.618857 2.250248 2.26 2.84 -5.33
O 0.249022 -0.781542 -1.573551 1.55 -1.64 -2.48
O 1.511969 -0.444512 0.587506 0.01 -0.43 -2.10
P 0.061004 0.224994 0.697340 -2.52 -1.33 7.46
S -2.145134 0.295798 -1.289299 -1.39 -0.12 -0.81
S 0.240119 2.228932 0.693976 -0.03 -0.33 0.17
H 1.405690 -0.647749 -0.432810 0.65 -0.19 1.35
```
Forces are in eV/Å.

As for the spin multiplicity: 1. The frontier orbital gap is 6.070 eV. The calculation puts the LUMO energy at 5.89 eV. As for the energy relative to the best compared isomer or geometry (same formula, charge and spin): 223.38 kJ/mol. Its SMILES is [O-]C(=S)[P@@]([O-])(O)=S. As for the charge: -2.